38
Properties=species:S:1:pos:R:3:forces:R:3 method="wB97M-V/def2-TZVPD" orbital_gap_ev=5.490 e_above_lowest_kcal_mol=37.8 homo_energy_ev=-3.9 total_charge=-1 molar_mass_da=448.14 total_energy_ev=-107858.2869
O -1.129 -3.721 0.004 0.7247 0.4360 0.1539
C -0.409 -2.810 -0.015 -1.5345 -1.0962 0.4114
Co 0.786 -1.547 -0.191 -0.2211 -0.1029 0.5639
C 1.551 -1.058 1.329 -0.3051 1.3625 -0.8152
O 2.029 -0.619 2.281 0.0317 -0.5980 0.0690
C 1.859 -2.359 -1.286 1.3964 0.1860 -1.3115
O 2.516 -2.948 -2.038 -0.3678 0.0492 0.5308
C -0.152 0.500 -0.799 0.2121 -0.0140 0.8112
C 1.064 1.076 -1.334 1.0085 0.1020 -0.3978
C 1.879 1.891 -0.502 -0.0071 -0.3411 -0.2146
C 3.126 2.338 -0.934 -0.6533 -0.2332 -0.1713
C 3.552 2.031 -2.232 0.0796 0.0860 -0.4063
C 2.742 1.295 -3.105 -0.4609 0.0606 0.3349
C 1.491 0.845 -2.670 -0.0486 -0.3024 0.7268
C -1.381 -0.087 -1.016 0.4267 -3.0162 -2.1075
C -2.060 -1.150 -1.509 0.7527 0.7324 -1.3705
Co -1.565 1.314 0.057 -0.2434 1.4904 1.6941
C -2.429 2.595 -0.778 -0.5691 1.7276 -0.5880
O -3.067 3.451 -1.220 0.4791 -0.8383 0.2267
C -0.762 2.177 1.408 0.2355 1.5363 1.0615
O -0.318 2.858 2.232 -0.5053 -1.2769 -1.1638
C -2.950 0.408 0.644 -2.2701 -0.6256 0.8948
O -3.911 -0.211 0.828 1.2239 1.0487 -0.4380
H 1.529 2.108 0.510 0.2353 -0.1171 -0.3783
H 3.744 2.929 -0.257 -0.1005 -0.1430 -0.2532
H 4.505 2.419 -2.599 -0.1841 -0.2197 0.1898
H 3.066 1.034 -4.119 -0.0232 0.2740 0.4199
H 0.827 0.258 -3.310 0.3520 0.1492 0.1201
H -3.154 -1.130 -1.596 0.4972 -0.2788 0.4670
H -1.492 -1.917 -2.059 -0.6086 0.4137 0.1728
C -1.217 -2.250 3.214 0.2276 -0.5370 -0.4636
N -1.821 -1.176 2.446 -0.0820 -0.1515 1.0634
O -1.497 0.039 3.148 -0.3579 -0.0387 0.2657
H -1.530 -3.188 2.742 0.1633 0.0586 0.0410
H -0.114 -2.220 3.253 -0.3112 0.0743 0.0382
H -1.614 -2.263 4.240 0.0418 0.2019 -0.3266
H -1.417 -1.050 1.515 0.4545 -0.2398 0.4274
H -2.277 0.137 3.718 0.3111 0.1808 -0.2780